152
Properties=species:S:1:pos:R:3 method="wB97M-V/def2-TZVPD" fmax_ha_per_bohr=0.1512 multiplicity=1 homo_energy_ev=-9.827 charge=+1
C 4.1742 -0.5107 0.5777
C 3.0614 -0.0607 0.0104
C 1.8493 0.3503 -1.0087
C 0.5664 -0.1434 -0.1671
C 0.1314 0.8239 1.0485
C -1.5017 0.7300 1.1217
O -2.1497 1.2859 0.1593
N -2.2466 0.0107 2.1863
C -3.7000 0.0654 1.7662
C -4.4012 -1.1190 0.9548
C -5.9323 -1.0311 0.5000
C -6.8575 0.2072 0.8264
C -6.1578 1.3975 1.6325
C -4.6475 1.3045 2.0929
N 2.0591 1.8604 -1.0511
O 3.3553 2.2594 -0.9603
C 3.4724 3.6448 -0.6412
N 3.6271 4.8595 -0.5253
C 1.2987 2.2246 -2.2760
N 0.4659 3.2551 -2.3626
C 0.2282 4.2101 -1.2345
N -1.2140 4.4505 -0.9182
C -0.2767 3.4789 -3.6531
S 0.2510 5.0146 -4.5650
C -0.8890 5.2936 -6.0354
C -1.2286 3.9432 -6.8612
N 1.6719 1.1557 -3.2373
P 2.8930 1.9775 -4.2094
O 3.0466 3.4954 -3.9144
C 2.0003 -0.1503 -2.5766
C 0.8033 -1.1206 -3.1384
C -0.5594 -0.2835 -3.5114
C -1.7505 -1.3626 -3.6575
C -2.1019 -2.1777 -2.3118
C -3.3828 -3.1859 -2.5405
N -3.2141 -4.4146 -1.6542
C 3.4501 -0.8253 -2.7250
C 3.7976 -1.3450 -4.2414
C 3.5163 -2.9429 -4.3594
Cl 5.5633 -0.9841 -4.7212
H 4.9176 -0.9153 1.3656
H 0.8690 -1.1612 0.3185
H -0.3744 -0.3604 -0.7879
H 0.5845 0.5128 2.0744
H 0.3632 1.9375 0.8975
H -2.1801 0.5964 3.0503
H -3.8232 -2.0722 0.6268
H -6.4081 -1.8934 -0.0925
H -7.9696 0.2677 0.4924
H -6.7841 2.3302 1.8771
H -4.2130 2.2140 2.6633
H 0.6732 5.2392 -1.5602
H 0.7636 3.9401 -0.2521
H -1.5207 3.7006 -0.2609
H -1.2058 5.3069 -0.3145
H -1.4050 3.6179 -3.3874
H -0.1996 2.5457 -4.3316
H -1.8897 5.7954 -5.7325
H -0.3170 5.9933 -6.7713
H -0.7701 3.9203 -7.9256
H -2.3691 3.8945 -6.9980
H -0.8962 2.9812 -6.3240
H 4.2033 1.4014 -4.1660
H 2.4532 1.8836 -5.5954
H 0.6324 -1.9092 -2.3170
H 1.0845 -1.6871 -4.0967
H -0.4089 0.2333 -4.5456
H -0.8387 0.5008 -2.7192
H -1.4448 -2.1270 -4.4613
H -2.7353 -0.8458 -4.0078
H -2.3606 -1.5153 -1.4002
H -1.2446 -2.8833 -1.9491
H -4.3849 -2.6881 -2.2822
H -3.3152 -3.5848 -3.6221
H -2.6005 -4.1802 -0.8399
H -2.6975 -5.1581 -2.1504
H 3.4280 -1.7994 -2.0830
H 4.3374 -0.1355 -2.4318
H 3.1070 -0.7746 -4.9769
H 3.1693 -3.2395 -5.4325
H 2.6263 -3.1564 -3.6405
H 4.4161 -3.5793 -4.0062
C 3.8962 4.6417 3.8046
S 3.9852 3.0661 2.9252
O 3.4049 2.0184 3.8212
C 5.7833 2.9131 3.0051
H 2.8467 4.9222 3.9073
H 4.3434 4.5411 4.7954
H 4.4208 5.4087 3.2316
H 6.1121 2.9214 4.0462
H 6.2437 3.7388 2.4590
H 6.0713 1.9682 2.5415
C 2.1393 -2.3400 4.5533
S 3.7048 -1.5218 4.1736
O 4.3213 -2.2458 3.0155
C 4.5614 -2.0629 5.6688
H 1.4487 -2.1676 3.7258
H 2.2992 -3.4134 4.6747
H 1.7200 -1.9170 5.4679
H 4.5691 -3.1539 5.7201
H 4.0597 -1.6489 6.5456
H 5.5878 -1.6945 5.6323
C -5.9940 3.8071 5.7331
S -4.4381 4.6291 5.3327
O -3.8317 3.9038 4.1704
C -3.5620 4.0966 6.8201
H -6.6949 3.9737 4.9134
H -5.8280 2.7347 5.8560
H -6.4052 4.2327 6.6530
H -3.5494 3.0062 6.8750
H -4.0555 4.5114 7.7011
H -2.5374 4.4690 6.7708
C 7.7108 -3.4228 -8.4931
S 6.7114 -1.9244 -8.3492
O 5.9177 -1.7917 -9.6092
C 8.0969 -0.7698 -8.4568
H 7.0435 -4.2860 -8.4866
H 8.2739 -3.4069 -9.4283
H 8.3942 -3.4878 -7.6442
H 8.6360 -0.9207 -9.3940
H 8.7670 -0.9247 -7.6088
H 7.7033 0.2474 -8.4249
C -6.8522 6.8761 9.6191
S -8.1554 5.7879 9.0016
O -7.5991 5.0427 7.8277
C -9.2063 7.1076 8.3565
H -6.0568 6.2593 10.0406
H -6.4502 7.4776 8.8014
H -7.2579 7.5242 10.3981
H -8.6566 7.6947 7.6182
H -9.5326 7.7477 9.1783
H -10.0789 6.6550 7.8828
C -4.5312 -8.0649 -1.4940
S -4.0111 -8.2257 0.2286
O -2.6595 -7.5956 0.3498
C -3.7726 -10.0159 0.1818
H -4.7031 -7.0081 -1.7062
H -3.7509 -8.4458 -2.1561
H -5.4585 -8.6201 -1.6478
H -3.0403 -10.2745 -0.5856
H -4.7258 -10.5049 -0.0285
H -3.4066 -10.3420 1.1565
C 4.7379 -6.2924 1.6149
S 3.9509 -5.3322 2.9282
O 4.2855 -5.9917 4.2290
C 2.2570 -5.7988 2.5036
H 5.8195 -6.1814 1.7058
H 4.4720 -7.3469 1.7130
H 4.4159 -5.9126 0.6433
H 2.1472 -6.8843 2.5454
H 2.0195 -5.4356 1.5017
H 1.5797 -5.3383 3.2246


88
Properties=species:S:1:pos:R:3 method="wB97M-V/def2-TZVPD" s2=8.755 fmax_ha_per_bohr=0.1256 multiplicity=6 homo_energy_ev="-6.703 / -6.703" charge=-1
Mn -10.1971 30.5438 -14.5370
C -10.4820 32.4637 -10.0878
F -11.5614 33.0618 -10.5485
F -9.4259 33.3700 -9.9871
F -10.6768 32.1203 -8.8362
S -10.0170 30.9133 -11.0826
O -10.9457 29.9090 -10.5992
O -10.1330 31.1806 -12.5212
O -8.7064 30.4969 -10.6944
C -7.3841 27.1326 -13.0067
F -6.9481 27.3525 -14.2520
F -7.2174 25.8722 -12.6794
F -6.8920 27.9771 -12.1156
S -9.2377 27.4750 -12.9760
O -9.8412 26.3206 -13.6998
O -9.7406 27.5824 -11.5987
O -9.4852 28.7131 -13.6684
C -5.9920 31.2950 -15.9079
C -7.1385 30.7726 -14.9267
C -6.6696 30.8759 -13.4953
O -8.3691 31.3684 -15.1238
H -6.1680 31.1252 -16.9701
H -5.0424 30.9953 -15.4647
H -5.9576 32.3839 -15.8725
H -7.2379 29.6873 -14.9446
H -6.4283 31.9206 -13.2994
H -5.7557 30.3298 -13.2615
H -7.4471 30.5901 -12.7868
C -7.4107 36.8000 -13.5432
O -7.2906 38.0559 -13.4852
N -6.4738 35.9384 -13.9655
C -6.7592 34.5912 -14.0177
C -5.2018 36.4052 -14.4000
H -8.3255 36.2655 -13.2438
H -6.9152 34.3640 -15.0723
H -7.6911 34.2398 -13.5746
H -5.9282 33.9856 -13.6560
H -5.0382 37.4516 -14.1421
H -4.5432 35.9164 -13.6820
H -4.8080 36.3167 -15.4126
C -3.3389 32.6729 -11.4889
O -2.6281 33.6181 -11.9073
N -4.4927 32.8536 -10.7360
C -5.0826 31.7488 -9.9280
C -5.1552 34.1281 -10.6002
H -2.9943 31.6344 -11.6110
H -6.1467 31.5931 -10.1056
H -4.8382 31.7545 -8.8658
H -4.5878 30.8377 -10.2646
H -5.9797 33.9545 -11.2917
H -5.3663 34.4101 -9.5687
H -4.5896 34.8939 -11.1310
C -2.6799 31.0920 -16.8390
O -2.5117 29.8522 -16.9938
N -2.1858 31.8500 -15.8626
C -2.4574 33.3626 -15.8274
C -1.4359 31.2311 -14.7308
H -3.2770 31.6081 -17.6066
H -2.8657 33.8753 -16.6984
H -1.5270 33.8622 -15.5576
H -3.0786 33.6197 -14.9694
H -1.4570 30.1458 -14.8300
H -0.4826 31.6954 -14.4783
H -2.0759 31.4142 -13.8676
C -8.1257 35.8607 -18.3949
O -6.9977 36.1517 -18.0729
N -8.5080 34.5568 -18.6670
C -9.7855 34.2210 -19.3661
C -7.6658 33.4148 -18.4603
H -8.8612 36.6600 -18.5747
H -9.5380 33.6472 -20.2592
H -10.4625 35.0748 -19.3936
H -10.1631 33.4712 -18.6708
H -8.0287 32.5449 -17.9129
H -7.4640 33.0615 -19.4716
H -6.7082 33.5105 -17.9486
C -4.5066 28.6790 -19.9142
O -4.4524 29.8738 -20.1106
N -5.6446 28.1102 -19.3397
C -5.6995 26.6854 -18.9830
C -6.6631 28.9431 -18.6971
H -3.7930 27.9429 -20.3158
H -6.6424 26.2858 -19.3563
H -5.5816 26.5240 -17.9115
H -4.9363 26.0282 -19.3998
H -6.3574 29.2727 -17.7041
H -6.9406 29.8150 -19.2894
H -7.5653 28.3407 -18.8028